2 unconnected molecules or ions with the total composition C3H12N4 in a non-equilibrium geometry. Source: OMol25; level of theory: wB97M-V/def2-TZVPD.

Element x y z (Å)
C: 0.091 1.328 0.717
C: -0.133 -0.584 -1.736
C: -0.311 -1.126 -0.322
N: -0.250 2.094 -0.253
N: -1.459 -1.486 0.222
N: 0.593 1.879 1.875
N: 0.926 -1.588 0.313
H: -1.001 0.006 -1.948
H: 0.611 0.171 -1.704
H: 0.210 -1.441 -2.453
H: -0.609 1.726 -1.202
H: -0.532 3.095 -0.074
H: -2.268 -1.148 -0.365
H: -1.665 -1.862 1.072
H: 0.911 1.423 2.736
H: 0.919 2.805 1.803
H: 0.875 -2.668 0.333
H: 1.765 -1.343 -0.283
H: 1.325 -1.278 1.268

Orbital gap (spin up / spin down), eV: 7.45 / 7.45
LUMO energy (spin up / spin down), eV: -9.244 / -9.244
Charge: +2
F_max, eV/Å: 6.1
Total energy, eV: -9246.18399
ΔE to the lowest compared entry with this formula, charge and spin, eV: 3.8424



A molecular structure, C3H12N6NaO11S2 in a non-equilibrium geometry. Source: OMol25; level of theory: wB97M-V/def2-TZVPD.

Element x y z (Å)
Na: -0.109 0.729 1.101
S: -2.566 -1.782 1.629
O: -3.857 -1.648 2.307
O: -1.739 -0.596 1.995
O: -1.826 -2.912 2.144
O: -2.673 -1.904 0.180
S: 1.789 1.085 3.350
O: 2.321 2.027 4.348
O: 2.420 -0.198 3.291
O: 0.375 0.754 3.675
O: 1.880 1.659 2.017
C: -2.812 1.904 -0.345
O: -2.164 1.989 0.699
N: -3.606 2.886 -0.706
N: -3.093 0.783 -0.922
H: -4.142 2.725 -1.547
H: -3.597 3.821 -0.325
H: -2.760 -0.118 -0.611
H: -3.355 0.878 -1.893
C: -0.067 -0.519 -2.145
O: 0.214 0.148 -1.140
N: 0.762 -0.685 -3.088
N: -1.218 -1.012 -2.289
H: 0.708 -1.506 -3.673
H: 1.590 -0.106 -3.085
H: -1.678 -1.449 -3.074
H: -1.643 -1.128 -1.380
C: 3.994 -0.702 -0.560
O: 4.124 -0.905 -1.754
N: 2.884 -0.175 -0.064
N: 4.835 -1.182 0.400
H: 2.663 -0.146 0.921
H: 2.121 -0.104 -0.723
H: 5.640 -1.519 -0.108
H: 4.586 -1.092 1.375

Orbital gap (spin up / spin down), eV: 6.28 / 3.54
Spin multiplicity: 2
LUMO energy (spin up / spin down), eV: 3.687 / 2.940
Charge: -2
F_max, eV/Å: 6.4
Total energy, eV: -60859.30824
⟨S²⟩: 0.76



A gas-phase ion, C3H12N7 (charge +1) in a non-equilibrium geometry. Source: OMol25; level of theory: wB97M-V/def2-TZVPD.

Element x y z (Å)
N: -3.576 -0.783 -1.055
N: -2.356 -0.819 -0.711
C: -1.553 0.040 -0.282
C: -0.022 -0.369 0.003
C: -0.441 -0.422 1.463
N: -0.149 0.490 2.305
N: 0.863 0.550 -0.609
N: 1.375 1.671 0.366
N: 1.735 -0.054 -1.384
N: 2.882 -0.671 -0.726
H: -3.892 -1.669 -1.186
H: -4.222 0.010 -1.093
H: -1.791 1.134 -0.062
H: 0.094 -1.353 -0.323
H: -1.026 -1.273 1.599
H: 0.723 1.069 2.074
H: -0.652 0.579 3.160
H: 2.279 1.348 0.445
H: 1.458 2.451 -0.208
H: 2.087 0.503 -2.174
H: 3.601 -0.870 -1.353
H: 2.584 -1.560 -0.249

SMILES: N/N=C/[C@H](C=[NH2+])N(N)NN
Orbital gap, eV: 8.26
LUMO energy, eV: -3.715
Charge: +1
F_max, eV/Å: 3.8
Total energy, eV: -13724.35803
ΔE to the lowest compared entry with this formula, charge and spin, eV: 7.9498



A single C3H12N9OP molecule in a non-equilibrium geometry. Source: OMol25; level of theory: wB97M-V/def2-TZVPD.

Element x y z (Å)
C: 0.551 2.014 -1.782
C: -0.555 -3.053 -0.970
C: 0.890 0.908 2.287
N: 0.892 -0.317 -1.825
N: -1.419 -2.447 1.308
N: 0.407 3.112 1.601
N: 1.352 0.889 -1.382
N: -0.348 -2.820 0.510
N: -0.018 1.850 1.527
N: 0.772 -0.018 -0.476
N: -0.370 -1.486 1.007
N: -1.135 1.326 0.903
O: -1.983 -0.345 -0.887
P: -0.870 -0.111 0.079
H: -0.524 1.755 -1.908
H: 0.727 2.814 -0.976
H: 0.928 2.432 -2.805
H: 0.417 -2.970 -1.565
H: -0.965 -4.072 -1.127
H: -1.197 -2.312 -1.347
H: 1.252 1.289 3.260
H: 0.432 -0.103 2.395
H: 1.663 0.876 1.478
H: 0.052 -0.245 -2.348
H: -2.193 -2.247 0.804
H: 1.241 3.279 2.240

Orbital gap (spin up / spin down), eV: 8.78 / 6.22
Spin multiplicity: 3
LUMO energy (spin up / spin down), eV: 0.818 / -3.165
Charge: 0
F_max, eV/Å: 4.9
Total energy, eV: -28040.16175
⟨S²⟩: 2.01



3 unconnected molecules or ions with the total composition C3H12NO2S in a non-equilibrium geometry. Source: OMol25; level of theory: wB97M-V/def2-TZVPD.

Element x y z (Å)
C: -2.352 1.293 0.496
C: -1.185 0.403 -0.018
C: -0.909 0.477 -1.550
S: -0.097 2.049 -1.920
N: -0.071 0.377 0.956
H: -2.214 1.736 1.507
H: -3.373 0.713 0.553
H: -2.494 2.090 -0.196
H: -1.700 -0.669 0.072
H: -0.290 -0.432 -1.752
H: -1.835 0.434 -2.135
H: 0.690 -0.271 0.935
H: 0.201 1.276 1.176
H: 2.069 -0.041 -1.092
H: 2.008 -0.554 -2.537
O: 2.382 -0.655 -1.708
H: 3.175 -2.462 3.093
H: 3.254 -2.723 1.647
O: 2.741 -3.039 2.473

Orbital gap, eV: 5.59
LUMO energy, eV: 3.014
Charge: -1
F_max, eV/Å: 4.4
Total energy, eV: -19726.00267
ΔE to the lowest compared entry with this formula, charge and spin, eV: 1.8039



2 unconnected molecules or ions with the total composition C3H12NO2S2 in a non-equilibrium geometry. Source: OMol25; level of theory: wB97M-V/def2-TZVPD.

Element x y z (Å)
N: -0.134 0.869 0.606
C: 1.236 0.350 0.288
C: 1.646 0.994 -1.031
O: 0.655 0.759 -2.019
C: 1.134 -1.156 0.132
S: 0.690 -2.033 1.687
S: -1.310 -2.145 1.615
H: -0.115 1.695 1.210
H: -0.759 0.174 1.017
H: -0.675 0.888 -0.275
H: 1.873 0.632 1.116
H: 2.553 0.568 -1.467
H: 1.847 2.045 -0.792
H: 0.195 1.576 -2.238
H: 0.390 -1.374 -0.613
H: 2.060 -1.668 -0.128
H: -1.710 -2.999 0.646
H: -3.696 0.855 -0.105
H: -3.039 -0.475 0.288
O: -2.840 0.443 0.064

Orbital gap, eV: 9.86
LUMO energy, eV: -3.064
Charge: +1
F_max, eV/Å: 1.6
Total energy, eV: -30554.67987
ΔE to the lowest compared entry with this formula, charge and spin, eV: 0.4622



3 unconnected molecules or ions with the total composition C3H12NO3 in a non-equilibrium geometry. Source: OMol25; level of theory: wB97M-V/def2-TZVPD.

Element x y z (Å)
C: -0.697 -0.136 -0.188
O: 0.603 -0.640 -0.087
C: -0.714 1.329 0.243
C: -0.214 1.497 1.703
N: 0.207 2.028 -0.682
H: -1.353 -0.712 0.494
H: -1.110 -0.334 -1.192
H: -1.697 1.775 0.057
H: -0.809 0.828 2.330
H: 0.814 1.149 1.702
H: -0.359 2.554 1.911
H: 0.752 2.759 -0.240
H: 0.912 1.341 -0.950
H: 1.025 -1.295 -2.920
H: 1.054 -1.261 -1.195
O: 1.505 -1.611 -2.152
H: 0.350 -3.832 0.446
H: 0.067 -2.273 0.292
O: -0.336 -3.166 0.429

Orbital gap, eV: 8.31
LUMO energy, eV: 4.079
Charge: -1
F_max, eV/Å: 1.9
Total energy, eV: -10939.01792
ΔE to the lowest compared entry with this formula, charge and spin, eV: 0.3854



3 unconnected molecules or ions with the total composition C3H12NO3 in a non-equilibrium geometry. Source: OMol25; level of theory: wB97M-V/def2-TZVPD.

Element x y z (Å)
C: -1.529 -1.330 -0.512
C: -0.226 -2.090 -0.217
C: 1.050 -1.369 -0.438
O: 1.114 -0.280 -0.954
N: -1.465 0.122 -0.138
H: -2.203 -1.839 0.196
H: -1.661 -1.360 -1.606
H: -0.144 -2.956 -0.903
H: -0.247 -2.518 0.827
H: 2.015 -1.994 -0.255
H: -1.502 0.157 0.879
H: -2.290 0.631 -0.456
H: -0.585 0.660 -0.334
H: 2.454 2.072 0.079
H: 2.854 1.805 1.458
O: 2.264 2.399 0.972
H: 0.036 3.160 -0.098
H: 0.373 2.323 1.102
O: -0.308 2.408 0.399

Orbital gap, eV: 11.19
LUMO energy, eV: -3.247
Charge: +1
F_max, eV/Å: 2.0
Total energy, eV: -10931.43935
ΔE to the lowest compared entry with this formula, charge and spin, eV: 0.7071



3 unconnected molecules or ions with the total composition C3H12NO4 in a non-equilibrium geometry. Source: OMol25; level of theory: wB97M-V/def2-TZVPD.

Element x y z (Å)
N: -2.409 0.794 -0.631
C: -0.972 0.374 -0.530
C: -0.758 -1.199 -0.716
O: -0.127 -1.224 -2.003
C: -0.248 0.633 0.779
O: 0.964 0.001 0.872
H: -2.913 0.473 -1.393
H: -2.870 0.651 0.228
H: -0.493 0.838 -1.276
H: 0.095 -1.669 0.030
H: -1.637 -1.830 -0.833
H: 0.845 -0.881 -1.821
H: 0.018 1.655 0.713
H: -0.859 0.489 1.597
H: 2.214 0.739 -1.659
H: 1.794 0.205 -0.124
O: 2.024 -0.057 -1.230
H: 1.964 0.687 2.606
H: 1.453 -0.554 2.275
O: 1.916 -0.125 3.117

Orbital gap, eV: 8.24
LUMO energy, eV: 4.020
Charge: -1
F_max, eV/Å: 6.3
Total energy, eV: -12984.60128
ΔE to the lowest compared entry with this formula, charge and spin, eV: 2.2948



2 unconnected molecules or ions with the total composition C3H12NOS in a non-equilibrium geometry. Source: OMol25; level of theory: wB97M-V/def2-TZVPD.

Element x y z (Å)
C: -1.808 0.535 1.337
C: -0.423 -0.231 1.169
C: 0.466 0.323 0.006
S: 2.194 -0.385 0.239
N: 0.397 0.266 2.355
H: -1.762 1.404 2.098
H: -2.460 -0.198 1.674
H: -2.072 0.962 0.371
H: -0.609 -1.359 1.233
H: 0.233 0.200 -1.034
H: 0.525 1.373 0.457
H: 2.746 0.390 -0.849
H: 1.339 0.347 2.084
H: 0.059 1.154 2.628
H: 0.372 -0.417 3.058
H: -3.088 -0.433 -5.411
H: -2.335 0.524 -4.434
O: -2.530 -0.427 -4.657

Orbital gap, eV: 10.35
LUMO energy, eV: -3.357
Charge: +1
F_max, eV/Å: 2.9
Total energy, eV: -17670.52230
ΔE to the lowest compared entry with this formula, charge and spin, eV: 1.9301



2 unconnected molecules or ions with the total composition C3H12NOS in a non-equilibrium geometry. Source: OMol25; level of theory: wB97M-V/def2-TZVPD.

Element x y z (Å)
C: 0.801 -0.579 -0.673
C: -0.048 0.474 0.068
C: 0.507 1.903 -0.118
S: 2.294 2.057 0.408
N: 0.459 -1.919 -0.108
H: 1.857 -0.326 -0.665
H: 0.416 -0.475 -1.686
H: -0.997 0.481 -0.450
H: -0.036 0.392 1.153
H: 0.341 2.508 -1.007
H: 0.071 2.516 0.662
H: 2.043 3.105 1.180
H: 1.012 -2.354 0.641
H: 0.323 -2.624 -0.839
H: -0.489 -1.837 0.306
H: -3.225 -1.246 -0.277
H: -2.864 -0.828 1.099
O: -2.465 -1.248 0.308

Orbital gap, eV: 9.00
LUMO energy, eV: -3.386
Charge: +1
F_max, eV/Å: 2.4
Total energy, eV: -17671.51853
ΔE to the lowest compared entry with this formula, charge and spin, eV: 0.9339



2 unconnected molecules or ions with the total composition C3H12NS2. Source: OMol25; level of theory: wB97M-V/def2-TZVPD.

Element x y z (Å)
C: -0.795 -2.063 -0.532
C: 0.650 -2.401 -0.189
C: 0.651 -3.568 0.810
N: -0.811 -0.817 -1.392
H: -1.346 -2.851 -1.040
H: -1.381 -1.849 0.362
H: 1.157 -1.536 0.238
H: 1.160 -2.727 -1.097
H: 0.011 -3.354 1.667
H: 0.240 -4.462 0.338
H: 1.650 -3.807 1.158
H: -0.692 0.029 -0.815
H: -0.046 -0.810 -2.070
H: -1.693 -0.682 -1.885
S: -0.810 2.336 -0.139
S: 1.025 2.044 0.873
H: -1.574 1.731 0.786
H: 1.681 1.558 -0.198

Orbital gap, eV: 9.35
LUMO energy, eV: -3.519
Charge: +1
F_max, eV/Å: 1.0
Total energy, eV: -26459.72173
ΔE to the lowest compared entry with this formula, charge and spin, eV: 0.3506